(1)
Molecular formula: C23H25OPb
Method: DFT, the ωB97M-V functional and the def2-TZVPD basis

Its charge is -1. The HOMO-LUMO gap (spin up / spin down) is 3.1383 / 3.1305 eV. For the HOMO energy (spin up / spin down), the calculation gives -3.193 / -3.193 eV.

Structure (XYZ):
```
50
Properties=species:S:1:pos:R:3:lowdin_charge:R:1
Pb -0.499 0.099 0.019 1.430
C 0.984 -2.491 1.597 -0.222
C -0.442 -2.563 1.650 -0.256
C -0.910 -2.943 0.348 -0.274
H -1.060 -2.364 2.524 0.068
C 0.231 -3.128 -0.491 -0.238
C 1.396 -2.858 0.282 -0.212
H 2.422 -2.902 -0.075 0.067
H 1.640 -2.231 2.423 0.064
H -1.951 -3.067 0.048 0.065
H 0.211 -3.397 -1.547 0.056
C 2.148 1.680 0.466 -0.247
C 2.875 0.496 0.143 -0.203
C 2.747 0.263 -1.256 -0.208
H 3.470 -0.093 0.836 0.075
C 1.908 1.277 -1.797 -0.253
C 1.542 2.167 -0.738 -0.280
H 0.926 3.062 -0.837 0.066
H 2.072 2.136 1.447 0.071
H 3.183 -0.561 -1.818 0.068
H 1.621 1.376 -2.845 0.044
O -1.497 -0.360 -1.948 -0.453
C -0.671 -0.045 -4.892 -0.210
C -1.974 0.185 -4.290 -0.132
C -0.104 -1.394 -4.900 -0.003
C 0.081 1.104 -5.406 -0.029
C -1.960 0.645 -2.792 -0.351
H -2.564 -0.743 -4.356 0.135
H -2.482 0.990 -4.847 0.137
H -1.304 1.545 -2.738 0.105
H -2.994 0.929 -2.492 0.119
H -0.512 -2.041 -5.694 0.116
H -0.309 -1.889 -3.940 0.110
H 0.982 -1.368 -5.052 0.096
H -0.237 1.425 -6.413 0.111
H 1.149 0.865 -5.464 0.093
H -0.047 1.977 -4.748 0.103
C -1.402 1.235 1.719 -0.255
C -1.020 1.193 2.898 -0.215
C -0.797 1.179 4.296 -0.269
C -1.897 1.537 5.090 -0.052
C -1.797 1.482 6.480 -0.105
C -0.604 1.052 7.087 -0.114
C 0.482 0.653 6.286 -0.100
C 0.394 0.698 4.892 -0.025
H -2.831 1.803 4.587 0.114
H -2.663 1.763 7.081 0.092
H -0.531 1.005 8.180 0.090
H 1.396 0.285 6.755 0.094
H 1.197 0.332 4.243 0.117
```


(2)
Molecular formula: C27H29Cl3MnN3OSSi2
Method: DFT, the ωB97M-V functional and the def2-TZVPD basis

As for the energy relative to the best compared isomer or geometry (same formula, charge and spin): 13.9 kcal/mol. As for the spin multiplicity: 5. The HOMO-LUMO gap (spin up / spin down) is 6.4020 / 7.3163 eV. For the HOMO energy (spin up / spin down), the calculation gives -6.917 / -7.276 eV.

Structure (XYZ):
```
67
Properties=species:S:1:pos:R:3:lowdin_charge:R:1
Mn 3.018 0.313 1.006 0.478
C 0.837 2.278 -1.271 -0.204
Si 1.715 2.296 0.387 0.575
C 2.542 3.937 0.668 -0.193
C 0.590 1.551 1.711 -0.314
C -0.760 1.405 1.348 -0.119
C -1.681 0.754 2.152 -0.090
C -1.251 0.190 3.347 -0.073
C 0.080 0.307 3.720 -0.108
C 1.025 0.992 2.946 -0.334
Si 2.888 0.932 3.440 0.517
C 3.277 2.611 4.234 -0.235
C 2.964 -0.247 4.928 -0.266
H 0.098 3.085 -1.315 0.044
H 0.328 1.337 -1.483 -0.005
H 1.571 2.461 -2.060 0.036
H 1.798 4.709 0.878 0.039
H 3.082 4.200 -0.244 0.034
H 3.265 3.913 1.482 0.011
H -1.114 1.832 0.415 0.074
H -2.719 0.686 1.849 0.103
H -1.957 -0.329 3.985 0.104
H 0.395 -0.136 4.658 0.084
H 2.556 2.792 5.035 0.028
H 3.248 3.465 3.556 -0.005
H 4.275 2.586 4.680 0.021
H 2.473 0.200 5.798 0.026
H 4.008 -0.425 5.198 0.016
H 2.511 -1.224 4.746 0.009
N 5.109 1.571 -1.068 -0.032
C 4.350 1.109 -0.325 -0.397
Cl -2.506 1.821 -5.748 0.691
C -2.100 0.447 -4.772 -0.661
C -0.828 0.336 -4.240 -0.095
C -0.533 -0.764 -3.451 -0.031
C -1.472 -1.751 -3.168 -0.186
C -1.188 -2.943 -2.273 -0.284
C 0.306 -3.342 -2.136 -0.037
N 0.957 -2.789 -0.956 -0.053
C 0.785 -3.267 0.326 -0.041
C 1.496 -2.445 1.139 -0.089
N 2.107 -1.477 0.372 -0.027
C 1.764 -1.718 -0.876 -0.144
O -1.793 -2.864 -0.999 -0.112
C -1.771 -1.602 -0.309 -0.148
C -2.986 -0.766 -0.565 -0.341
C -4.249 -1.115 -0.193 -0.992
Cl -4.700 -2.554 0.624 0.681
S -5.422 0.059 -0.602 1.007
C -4.222 1.064 -1.300 -0.391
C -2.987 0.509 -1.206 -0.165
C -2.739 -1.598 -3.735 -0.574
Cl -3.981 -2.768 -3.425 0.774
C -3.063 -0.517 -4.535 -0.123
H -0.085 1.097 -4.435 0.112
H 0.462 -0.840 -3.040 0.089
H -1.674 -3.800 -2.743 0.127
H 0.884 -3.065 -3.017 0.135
H 0.365 -4.425 -2.050 0.135
H 0.158 -4.117 0.524 0.137
H 1.609 -2.465 2.210 0.113
H 2.106 -1.161 -1.732 0.137
H -0.876 -1.022 -0.550 0.118
H -1.706 -1.872 0.744 0.125
H -4.493 2.009 -1.743 0.073
H -2.090 0.975 -1.591 0.102
H -4.056 -0.424 -4.950 0.112
```


(3)
Molecular formula: C40H27F2N2Ta
Method: DFT, the ωB97M-V functional and the def2-TZVPD basis

As for the energy relative to the best compared isomer or geometry (same formula, charge and spin): 3.1 kcal/mol. Its charge is +2. The HOMO-LUMO gap is 6.4884 eV. For the HOMO energy, the calculation gives -13.680 eV.

Structure (XYZ):
```
72
Properties=species:S:1:pos:R:3:lowdin_charge:R:1
Ta 0.040 0.408 -0.966 1.897
C 4.245 0.469 -1.888 -0.039
C 4.857 0.633 -0.651 -0.030
C 4.111 0.859 0.499 0.009
C 2.728 0.928 0.398 -0.198
C 2.112 0.774 -0.837 -0.286
C 2.859 0.538 -1.989 -0.100
C 1.784 1.125 1.509 -0.195
C 2.202 1.660 2.737 0.029
C 1.283 1.893 3.716 0.045
C -0.058 1.518 3.513 -0.136
C -1.031 1.680 4.527 -0.004
C -2.309 1.241 4.343 -0.038
C -2.649 0.596 3.138 -0.026
C -1.736 0.445 2.131 -0.035
C -0.418 0.928 2.275 -0.177
N 0.506 0.811 1.257 0.046
H 4.850 0.291 -2.768 0.120
H 5.934 0.575 -0.577 0.122
H 4.621 0.959 1.448 0.122
H 2.385 0.411 -2.960 0.097
H 3.242 1.917 2.870 0.122
H 1.571 2.349 4.654 0.138
H -0.732 2.151 5.454 0.128
H -3.050 1.365 5.120 0.121
H -3.648 0.202 3.006 0.121
H -2.020 -0.076 1.233 0.063
F -5.311 -0.394 -1.155 0.115
C -4.350 0.523 -1.077 -0.251
C -3.043 0.112 -0.890 -0.064
C -2.025 1.066 -0.797 -0.244
C -2.337 2.428 -0.906 -0.116
C -3.671 2.789 -1.099 -0.191
F -4.023 4.071 -1.228 0.103
C -4.687 1.858 -1.185 0.121
C -1.206 3.367 -0.855 -0.187
C -1.333 4.745 -0.753 0.033
C -0.199 5.541 -0.729 0.000
C 1.043 4.940 -0.817 -0.016
C 1.101 3.564 -0.902 -0.091
N 0.016 2.773 -0.910 -0.004
H -2.857 -0.952 -0.781 0.119
H -5.711 2.170 -1.335 0.153
H -2.309 5.193 -0.692 0.120
H -0.292 6.615 -0.648 0.131
H 1.957 5.514 -0.820 0.124
H 2.058 3.072 -0.971 0.104
C -0.492 -6.574 1.131 -0.035
C -0.272 -5.778 2.247 -0.046
C -0.176 -4.407 2.099 -0.014
C -0.273 -3.817 0.831 -0.210
C -0.511 -4.634 -0.283 -0.016
C -0.620 -6.001 -0.131 -0.046
C -0.149 -2.378 0.754 -0.007
C -0.024 -1.575 -0.321 -0.227
C 0.341 -1.883 -1.716 -0.328
C -0.321 -1.185 -2.758 -0.167
C 0.216 -1.106 -4.055 -0.041
C 1.391 -1.767 -4.343 -0.039
C 2.046 -2.487 -3.336 -0.019
C 1.563 -2.505 -2.047 -0.007
H -0.580 -7.646 1.245 0.120
H -0.184 -6.226 3.226 0.118
H -0.016 -3.778 2.966 0.120
H -0.640 -4.198 -1.264 0.111
H -0.816 -6.627 -0.990 0.117
H -0.177 -1.874 1.717 0.108
H -1.359 -0.866 -2.621 0.107
H -0.323 -0.572 -4.826 0.127
H 1.800 -1.740 -5.344 0.127
H 2.963 -3.013 -3.568 0.130
H 2.112 -3.006 -1.260 0.143
```


(4)
Molecular formula: C32H20BrN7O5PbS
Method: DFT, the ωB97M-V functional and the def2-TZVPD basis

The HOMO-LUMO gap is 7.6759 eV. For the HOMO energy, the calculation gives -8.833 eV.

Structure (XYZ):
```
67
Properties=species:S:1:pos:R:3:lowdin_charge:R:1
Pb -1.171 -1.006 -1.773 1.412
C -1.483 3.490 -3.130 -0.087
C -1.517 2.107 -3.075 -0.091
N -1.003 1.457 -2.043 0.010
C -0.456 2.149 -1.047 -0.179
C -0.491 3.543 -1.092 -0.040
N -0.986 4.203 -2.126 0.109
C 0.173 1.382 0.050 -0.184
C 0.877 2.022 1.061 0.076
C 1.459 1.270 2.067 -0.118
C 1.318 -0.111 2.014 0.074
C 0.620 -0.685 0.965 -0.185
N 0.057 0.058 0.013 0.074
C 0.499 -2.155 0.838 -0.166
C 1.046 -3.056 1.753 -0.042
N 0.965 -4.367 1.589 0.102
C 0.327 -4.815 0.515 -0.087
C -0.251 -3.939 -0.390 -0.091
N -0.154 -2.631 -0.220 0.015
C 2.217 1.914 3.159 -0.168
C 2.103 1.465 4.472 -0.009
C 2.830 2.105 5.463 -0.134
N 3.642 3.131 5.229 0.062
C 3.753 3.554 3.974 -0.134
C 3.066 2.987 2.912 -0.007
H -1.867 4.037 -3.981 0.114
H -1.968 1.512 -3.860 0.120
H -0.133 4.154 -0.274 0.117
H 0.954 3.098 1.086 0.117
H 1.790 -0.721 2.768 0.115
H 1.564 -2.730 2.644 0.114
H 0.274 -5.887 0.383 0.113
H -0.806 -4.287 -1.252 0.121
H 1.437 0.649 4.721 0.116
H 2.756 1.785 6.496 0.108
H 4.428 4.387 3.813 0.108
H 3.214 3.354 1.904 0.117
O -3.158 -2.826 0.212 0.015
C -3.512 -1.670 0.415 -0.549
N -2.811 -0.582 0.018 -0.212
S -3.567 0.822 0.370 0.618
O -2.789 1.614 1.292 -0.304
O -3.978 1.495 -0.838 -0.312
C -4.963 0.072 1.189 -0.205
C -6.067 0.635 1.792 -0.032
C -7.007 -0.228 2.344 -0.067
C -6.833 -1.607 2.280 -0.063
C -5.716 -2.157 1.666 0.001
C -4.779 -1.297 1.123 -0.136
H -6.196 1.708 1.832 0.122
H -7.885 0.180 2.827 0.107
H -7.582 -2.258 2.713 0.106
H -5.569 -3.227 1.601 0.122
Br 3.255 -1.697 -7.426 0.709
C 3.804 -1.315 -5.642 -0.675
C 5.153 -1.170 -5.366 -0.134
C 5.540 -0.891 -4.064 -0.074
C 4.592 -0.763 -3.060 -0.024
C 3.243 -0.912 -3.351 -0.124
C 2.845 -1.191 -4.656 -0.075
C 2.198 -0.778 -2.252 -0.587
O 2.565 -0.541 -1.102 0.032
O 0.984 -0.942 -2.641 -0.268
H 5.886 -1.274 -6.155 0.098
H 6.593 -0.775 -3.838 0.104
H 4.880 -0.546 -2.040 0.113
H 1.794 -1.304 -4.871 0.103
```


(5)
Molecular formula: C40H52N11O10S3Sn
Method: DFT, the ωB97M-V functional and the def2-TZVPD basis

As for the energy relative to the best compared isomer or geometry (same formula, charge and spin): 17.7 kcal/mol. Its charge is -1. The HOMO-LUMO gap is 6.7651 eV. For the HOMO energy, the calculation gives -4.662 eV.

Structure (XYZ):
```
117
Properties=species:S:1:pos:R:3:lowdin_charge:R:1
Sn 0.089 -0.913 -0.116 1.421
C -2.239 4.433 -0.909 -0.024
N -2.035 3.425 0.125 -0.043
C -3.091 2.954 0.826 -0.065
C -2.959 2.020 1.793 -0.014
C -1.642 1.501 1.984 -0.418
N -0.625 1.897 1.253 0.141
C -0.744 2.900 0.336 -0.499
O 0.212 3.372 -0.259 0.033
N -1.374 0.577 2.939 0.175
H -2.770 5.288 -0.486 0.088
H -2.793 4.002 -1.738 0.074
H -1.260 4.745 -1.257 0.085
H -4.050 3.385 0.568 0.132
H -3.809 1.657 2.349 0.103
H -2.141 -0.020 3.205 0.081
H -0.497 0.074 2.807 0.051
C 1.013 1.106 -3.168 -0.120
S 1.462 -0.595 -3.392 0.421
O 0.623 -1.135 -4.440 -0.336
O 2.888 -0.611 -3.673 -0.326
O 1.166 -1.226 -2.072 -0.520
H 1.296 1.640 -4.073 0.071
H 1.549 1.505 -2.308 0.054
H -0.058 1.175 -2.999 0.033
C 6.821 0.359 -2.260 -0.014
N 5.536 -0.239 -1.983 -0.077
N 4.584 0.472 -1.267 0.068
C 3.714 -0.426 -0.654 -0.419
O 2.712 -0.080 -0.031 -0.093
C 4.263 -1.726 -0.917 0.068
C 5.348 -1.559 -1.712 -0.275
C 6.271 -2.576 -2.283 -0.010
C 4.242 1.791 -1.638 -0.204
C 3.772 2.654 -0.657 0.003
C 3.390 3.938 -1.012 -0.079
C 3.504 4.368 -2.325 -0.089
C 3.980 3.498 -3.298 -0.085
C 4.335 2.201 -2.964 -0.045
H 6.708 1.439 -2.294 0.083
H 7.177 0.022 -3.233 0.095
H 7.563 0.110 -1.494 0.093
H 3.803 -2.650 -0.617 0.126
H 5.976 -3.566 -1.945 0.084
H 7.305 -2.399 -1.981 0.077
H 6.225 -2.555 -3.373 0.092
H 3.677 2.299 0.359 0.103
H 2.993 4.603 -0.257 0.090
H 3.204 5.373 -2.595 0.097
H 4.044 3.817 -4.330 0.101
H 4.630 1.486 -3.719 0.115
O -2.679 -0.938 0.904 -0.611
S -4.000 -1.619 0.725 0.934
C -4.711 -1.890 2.387 -0.306
C -4.308 -3.283 2.844 -0.241
C -4.454 -4.150 1.599 -0.229
C -3.696 -3.407 0.508 -0.320
H -5.793 -1.796 2.262 0.085
H -4.356 -1.076 3.019 0.079
H -4.930 -3.627 3.674 0.109
H -3.266 -3.276 3.173 0.073
H -5.510 -4.261 1.329 0.107
H -4.038 -5.148 1.739 0.115
H -3.981 -3.681 -0.505 0.078
H -2.618 -3.505 0.636 0.016
C -5.387 0.626 -1.498 -0.091
C -4.965 0.851 -2.943 -0.181
C -3.690 0.105 -3.358 -0.296
C -3.382 0.485 -4.830 -0.164
C -2.284 -0.329 -5.502 -0.069
C -3.927 -1.390 -3.334 -0.419
O -4.909 -1.918 -3.817 0.090
N -2.929 -2.137 -2.768 0.234
C -1.902 -1.623 -1.981 -0.587
O -1.207 -2.435 -1.346 -0.113
N -1.707 -0.315 -1.851 0.110
C -2.521 0.570 -2.474 -0.430
O -2.358 1.778 -2.357 0.054
H -6.250 1.247 -1.249 0.074
H -4.578 0.882 -0.806 0.052
H -5.665 -0.414 -1.323 0.050
H -4.776 1.912 -3.113 0.115
H -5.760 0.535 -3.620 0.116
H -3.129 1.547 -4.821 0.118
H -4.320 0.370 -5.381 0.117
H -1.388 -0.427 -4.886 0.044
H -1.980 0.146 -6.436 0.077
H -2.629 -1.336 -5.743 0.081
H -3.010 -3.143 -2.800 0.164
C -2.322 -2.955 6.534 -0.041
C -1.063 -3.020 5.714 -0.360
C 0.194 -3.003 6.307 -0.049
C 1.269 -3.041 5.436 -0.156
N 1.143 -3.100 4.122 0.033
C -0.110 -3.106 3.616 -0.837
S -0.354 -3.188 1.908 0.508
N -1.216 -3.067 4.399 0.069
H -2.154 -3.301 7.553 0.068
H -3.098 -3.558 6.065 0.068
H -2.683 -1.925 6.580 0.078
H 0.324 -2.962 7.379 0.093
H 2.288 -3.024 5.814 0.102
N 2.700 3.997 2.525 0.182
C 3.502 3.180 3.259 -0.507
O 4.406 3.612 3.956 0.036
C 3.223 1.720 3.123 -0.137
C 4.230 0.791 3.351 -0.007
C 3.959 -0.545 3.127 -0.042
C 2.693 -0.909 2.681 -0.156
N 1.708 -0.031 2.516 0.045
C 1.974 1.248 2.746 -0.095
H 2.848 4.987 2.598 0.109
H 2.021 3.644 1.870 0.075
H 5.206 1.135 3.670 0.117
H 4.718 -1.303 3.268 0.102
H 2.457 -1.936 2.441 0.079
H 1.148 1.924 2.567 0.085
```


(6)
Molecular formula: C4H13N2O
Method: DFT, the ωB97M-V functional and the def2-TZVPD basis

As for the energy relative to the best compared isomer or geometry (same formula, charge and spin): 18.7 kcal/mol. Its charge is -1. The HOMO-LUMO gap is 7.1738 eV. For the HOMO energy, the calculation gives -2.912 eV.

Structure (XYZ):
```
20
Properties=species:S:1:pos:R:3:lowdin_charge:R:1
N -2.469 -1.699 0.434 -0.040
C -1.124 -1.607 1.081 -0.286
C -0.104 -2.308 0.203 -0.321
N 1.212 -1.690 0.416 -0.040
H -2.512 -1.005 -0.282 0.039
H -3.239 -1.507 1.061 0.035
H -1.278 -2.104 2.052 0.099
H -0.862 -0.547 1.193 0.088
H -0.054 -3.351 0.496 0.084
H -0.467 -2.189 -0.841 0.100
H 1.910 -2.107 -0.226 0.051
H 1.134 -0.699 0.138 -0.008
C 0.836 2.302 -0.031 -0.571
O 0.618 0.950 -0.124 -0.359
C 1.134 2.915 -1.387 -0.177
H 1.642 2.614 0.688 0.075
H -0.061 2.848 0.357 0.070
H 1.396 4.015 -1.321 0.055
H 0.256 2.696 -2.017 0.051
H 2.031 2.475 -1.892 0.056
```


What did we get for electronic energy? Answer: -31545.1267; -130465.3443; -51870.4120; -140304.4938; -117534.8667; -9386.0499 eV, in the order shown.